Entry 1:
{
  "formula": "N2O2S",
  "method": "wB97M-V/def2-TZVPD",
  "homo_energy_ev": -12.079,
  "gap_ev": 10.757,
  "total_charge": 0,
  "symbols": ["N", "N", "O", "O", "S"],
  "xyz": [[-1.89478, 1.04975, 1.05856], [-1.31372, 0.97079, 0.10623], [1.86496, -0.06458, -1.08491], [-0.03319, -1.19927, -0.10286], [1.37672, -0.75669, 0.02297]],
  "forces_ev_per_a": [[2.119, -0.309, -3.515], [-2.445, 0.784, 3.555], [1.498, 1.442, -1.948], [3.175, 0.261, 0.745], [-4.347, -2.178, 1.163]]
}

---

Entry 2:
{
  "formula": "N2O3S",
  "method": "wB97M-V/def2-TZVPD",
  "homo_energy_ev": [-10.765, -7.878],
  "gap_ev": [10.719, 6.387],
  "total_charge": 0,
  "symbols": ["N", "N", "O", "O", "O", "S"],
  "xyz": [[1.52771, -0.26664, -0.30734], [-0.86662, -0.98822, 0.50012], [-1.79649, -0.62802, -0.53086], [2.30493, 0.12332, 0.40118], [0.02272, 1.13957, -0.33634], [-1.19224, 0.62000, 0.27325]],
  "forces_ev_per_a": [[-0.260, -1.812, -1.353], [-0.670, -0.977, 0.359], [-0.006, -1.046, -0.589], [1.263, 0.618, 1.318], [-1.730, 1.845, -0.148], [1.403, 1.371, 0.413]]
}

---

Entry 3:
{
  "formula": "N2O6",
  "method": "wB97M-V/def2-TZVPD",
  "homo_energy_ev": -3.148,
  "gap_ev": 9.241,
  "total_charge": -2,
  "symbols": ["N", "N", "O", "O", "O", "O", "O", "O"],
  "xyz": [[-6.78767, 8.90746, 0.21672], [6.83587, -8.93209, -0.25283], [-7.52661, 7.91603, 0.13368], [8.04262, -8.98400, -0.01266], [-6.42522, 9.49035, -0.80814], [-6.59958, 9.43431, 1.32170], [6.17758, -9.94006, -0.68862], [6.29633, -7.88518, 0.09240]],
  "forces_ev_per_a": [[-1.920, 1.037, 0.119], [-0.330, -0.900, 1.100], [0.051, -1.231, -0.075], [1.599, -1.360, -0.712], [1.021, 0.164, -1.036], [0.830, 0.053, 0.992], [0.781, 1.259, 0.081], [-2.032, 0.977, -0.470]]
}

---

Entry 4:
{
  "formula": "N2P2S",
  "method": "wB97M-V/def2-TZVPD",
  "homo_energy_ev": -9.818,
  "gap_ev": 9.046,
  "total_charge": 0,
  "symbols": ["N", "N", "P", "P", "S"],
  "xyz": [[2.64759, -1.07608, -1.52396], [2.40395, -0.37935, -0.68800], [-2.33928, 0.40514, -0.43686], [-3.73235, 0.75310, 0.89451], [2.02112, 0.41279, 0.50008]],
  "forces_ev_per_a": [[0.319, -0.092, -0.763], [0.950, -3.073, -3.412], [-2.192, 0.551, 2.115], [2.217, -0.553, -2.113], [-1.294, 3.167, 4.173]]
}

---

Entry 5:
{
  "formula": "N3O3",
  "method": "wB97M-V/def2-TZVPD",
  "homo_energy_ev": -2.900,
  "gap_ev": 7.308,
  "total_charge": -1,
  "symbols": ["N", "N", "N", "O", "O", "O"],
  "xyz": [[1.33241, 0.94965, -1.37789], [-1.10319, 0.22135, 0.35000], [1.14520, 0.28973, -0.48457], [1.29706, -0.57646, 0.32607], [-1.53420, -0.56254, -0.56239], [-1.47317, 0.14378, 1.53772]],
  "forces_ev_per_a": [[-0.980, 0.019, 0.996], [-0.119, 0.367, -0.777], [1.960, -0.899, -0.982], [-0.196, 0.703, -0.071], [-0.165, 0.591, 2.004], [-0.500, -0.781, -1.171]]
}

---

Entry 6:
{
  "formula": "N3O6S",
  "method": "wB97M-V/def2-TZVPD",
  "homo_energy_ev": -5.577,
  "gap_ev": 8.989,
  "total_charge": -1,
  "symbols": ["N", "N", "N", "O", "O", "O", "O", "O", "O", "S"],
  "xyz": [[0.10048, -0.23840, -0.36822], [-0.42123, -1.33719, 0.02756], [-1.38910, 0.82817, -0.05503], [2.13349, 1.47954, -0.98370], [-1.62066, -1.26027, 0.42373], [0.18475, -2.39004, 0.00300], [-2.04876, 0.94985, -1.01095], [-1.33875, 1.34165, 0.99952], [2.65369, -0.20933, 0.70340], [1.74608, 0.83602, 0.26068]],
  "forces_ev_per_a": [[-1.789, 2.552, -1.028], [-2.192, -0.709, 1.105], [4.097, -1.482, -0.744], [-0.312, -0.215, 0.097], [-0.053, -1.304, 0.248], [0.878, -0.450, -0.161], [-1.015, 0.379, -0.673], [-0.583, 0.627, 0.751], [-0.332, 0.047, -0.124], [1.301, 0.555, 0.529]]
}

---

Entry 7:
{
  "formula": "N4O2",
  "method": "wB97M-V/def2-TZVPD",
  "spin_multiplicity": 3,
  "homo_energy_ev": [-9.522, -10.514],
  "gap_ev": [10.080, 7.550],
  "total_charge": 0,
  "symbols": ["N", "N", "N", "N", "O", "O"],
  "xyz": [[2.69940, 0.32252, 0.15220], [0.74072, -0.77813, -0.20757], [1.70232, -0.20340, 0.00664], [-1.49865, 0.10138, 0.06859], [-1.26762, 1.22613, -0.11498], [-2.37617, -0.66850, 0.09512]],
  "forces_ev_per_a": [[2.981, 1.808, 0.751], [-2.302, -1.839, -0.477], [0.088, -0.231, -0.394], [1.515, -1.787, 0.983], [-0.604, 2.108, -0.574], [-1.677, -0.059, -0.290]]
}

---

Entry 8:
{
  "formula": "NO4S",
  "method": "wB97M-V/def2-TZVPD",
  "homo_energy_ev": [-4.399, -4.450],
  "gap_ev": [7.230, 7.292],
  "total_charge": -1,
  "symbols": ["N", "O", "O", "O", "O", "S"],
  "xyz": [[1.30060, 0.07115, 0.01319], [0.32814, -0.68457, 0.19069], [1.12232, 1.28020, -0.07263], [2.42308, -0.41659, -0.05958], [-3.10377, -0.65496, -0.11907], [-2.07037, 0.40478, 0.04739]],
  "forces_ev_per_a": [[0.148, -0.264, 0.113], [-1.173, -0.798, 0.151], [-0.259, 1.412, -0.133], [1.107, -0.349, -0.123], [-0.047, -0.007, 0.017], [0.224, 0.006, -0.025]]
}

---

Entry 9:
{
  "formula": "NO6S2",
  "method": "wB97M-V/def2-TZVPD",
  "smiles": "O=NOS12([O-])=S(=O)(O1)O2",
  "homo_energy_ev": -4.960,
  "gap_ev": 8.448,
  "total_charge": -1,
  "symbols": ["N", "O", "O", "O", "O", "O", "O", "S", "S"],
  "xyz": [[2.73718, -0.65751, -0.05047], [-1.51207, 0.99131, -0.70555], [1.58400, -0.79211, 0.39723], [0.34225, 1.33060, 0.93477], [-0.78042, -0.79056, 0.65213], [-3.17985, -0.80615, -0.58789], [2.98099, 0.32180, -0.77542], [0.15653, 0.35157, -0.08146], [-2.32862, 0.05104, 0.21664]],
  "forces_ev_per_a": [[2.728, 1.221, -1.713], [-1.867, -0.175, 0.202], [-1.392, -1.045, 1.317], [0.634, 1.424, 0.938], [-0.977, 0.554, -1.172], [0.429, -0.130, 0.227], [-0.802, -1.128, 1.027], [1.285, -0.731, -0.705], [-0.036, 0.009, -0.121]]
}

---

Entry 10:
{
  "formula": "O2",
  "method": "wB97M-V/def2-TZVPD",
  "homo_energy_ev": -12.925,
  "gap_ev": 7.356,
  "total_charge": 0,
  "symbols": ["O", "O"],
  "xyz": [[0.20368, 0.25515, 0.86869], [-0.20368, -0.25515, -0.86869]],
  "forces_ev_per_a": [[-1.974, -2.473, -8.419], [1.974, 2.473, 8.419]]
}

---

Entry 11:
{
  "formula": "O2",
  "method": "wB97M-V/def2-TZVPD",
  "smiles": "O=O",
  "homo_energy_ev": -9.640,
  "gap_ev": 7.889,
  "total_charge": 0,
  "symbols": ["O", "O"],
  "xyz": [[0.03994, 0.28869, 0.50481], [-0.03994, -0.28869, -0.50481]],
  "forces_ev_per_a": [[0.197, 1.426, 2.493], [-0.197, -1.426, -2.493]]
}

---

Entry 12:
{
  "formula": "O2S2",
  "method": "wB97M-V/def2-TZVPD",
  "homo_energy_ev": -8.308,
  "gap_ev": 5.013,
  "total_charge": 0,
  "symbols": ["O", "O", "S", "S"],
  "xyz": [[-1.94889, 0.17064, 0.66976], [2.10324, -0.13406, -0.56680], [-1.27452, 0.10083, -0.66702], [1.12016, -0.13741, 0.56407]],
  "forces_ev_per_a": [[-0.616, 0.038, -1.683], [-0.483, -0.105, 1.866], [2.923, -0.303, 4.226], [-1.825, 0.369, -4.408]]
}

---

Entry 13:
{
  "formula": "O2S3",
  "method": "wB97M-V/def2-TZVPD",
  "smiles": "O=S1(=O)SS1",
  "homo_energy_ev": -9.619,
  "gap_ev": 8.627,
  "total_charge": 0,
  "symbols": ["O", "O", "S", "S", "S"],
  "xyz": [[-1.09473, 0.05728, 1.25983], [-1.18274, -0.04917, -1.26648], [1.38223, -1.06392, -0.01256], [1.31588, 1.02592, 0.04500], [-0.42064, 0.02988, -0.02578]],
  "forces_ev_per_a": [[0.427, -0.098, -1.410], [1.222, 0.301, 1.616], [-0.729, -0.834, -0.072], [0.353, 1.573, -0.313], [-1.273, -0.942, 0.179]]
}

---

Entry 14:
{
  "formula": "O4PSn",
  "method": "wB97M-V/def2-TZVPD",
  "homo_energy_ev": -3.186,
  "gap_ev": 3.861,
  "total_charge": -1,
  "symbols": ["Sn", "P", "O", "O", "O", "O"],
  "xyz": [[-1.74579, 2.14722, 1.51710], [0.31181, -0.52285, -0.41947], [-0.03247, 0.69906, -1.26147], [-0.05875, -0.13358, 1.03264], [1.85015, -0.33491, -0.43099], [-0.32496, -1.85493, -0.43781]],
  "forces_ev_per_a": [[1.684, -2.102, -1.142], [2.376, 1.932, 1.608], [-1.432, 0.557, -0.951], [-2.081, 2.321, 2.844], [-0.234, -1.234, -0.768], [-0.314, -1.473, -1.591]]
}

---

Entry 15:
{
  "formula": "O4S2",
  "method": "wB97M-V/def2-TZVPD",
  "homo_energy_ev": -11.106,
  "gap_ev": 8.966,
  "total_charge": 0,
  "symbols": ["O", "O", "O", "O", "S", "S"],
  "xyz": [[0.77534, -0.69535, -0.04687], [-1.87450, -0.11939, 0.52976], [1.43402, -0.45089, -2.37781], [-0.25449, 1.27706, 1.77632], [0.64724, 0.03852, -1.32427], [-0.72761, -0.04994, 1.44287]],
  "forces_ev_per_a": [[0.637, 0.803, -2.509], [1.525, 0.121, 1.016], [0.817, -0.383, -1.326], [-0.151, -0.821, -0.419], [-0.418, -0.678, 2.651], [-2.410, 0.958, 0.586]]
}

---

Entry 16:
{
  "formula": "O8S2",
  "method": "wB97M-V/def2-TZVPD",
  "homo_energy_ev": [-3.107, -3.197],
  "gap_ev": [7.776, 8.120],
  "total_charge": -2,
  "symbols": ["O", "S", "O", "O", "O", "O", "S", "O", "O", "O"],
  "xyz": [[3.11348, -3.03044, 0.10552], [2.29246, -1.78515, -0.25538], [2.97301, -0.53173, 0.05950], [1.80191, -1.79378, -1.63111], [1.24329, -2.18332, 0.76863], [-1.22795, 2.13155, -0.74062], [-2.29858, 1.76126, 0.27744], [-3.01465, 0.55638, -0.10525], [-1.80533, 1.85962, 1.64052], [-3.07764, 3.01560, -0.11927]],
  "forces_ev_per_a": [[-0.224, 0.793, -0.437], [0.339, 0.188, -0.375], [-0.219, -0.963, 0.234], [0.214, -0.497, 0.859], [0.128, 0.298, -0.311], [0.026, -0.365, 0.255], [-0.077, 1.162, -0.814], [0.313, 0.304, 0.627], [-0.415, -0.481, -0.425], [-0.084, -0.440, 0.387]]
}

---

Entry 17:
{
  "formula": "P4S2",
  "method": "wB97M-V/def2-TZVPD",
  "homo_energy_ev": [-8.332, -8.332],
  "gap_ev": [6.375, 6.376],
  "total_charge": 0,
  "symbols": ["P", "P", "P", "P", "S", "S"],
  "xyz": [[-1.97968, -0.12919, 0.39447], [-0.37573, 1.34632, 0.30768], [0.18169, 0.58992, -1.83029], [-0.52895, -1.34587, 1.47040], [1.04250, 0.08604, 1.29760], [1.73206, -0.55933, -1.63951]],
  "forces_ev_per_a": [[1.461, -1.457, 0.836], [1.035, -0.406, -0.190], [0.560, -0.532, 0.421], [-0.953, 1.739, -0.910], [-1.208, -0.084, 0.480], [-0.895, 0.740, -0.638]]
}

---

Entry 18:
{
  "formula": "S2",
  "method": "wB97M-V/def2-TZVPD",
  "homo_energy_ev": -9.828,
  "gap_ev": 4.935,
  "total_charge": 0,
  "symbols": ["S", "S"],
  "xyz": [[-0.42498, -1.01562, 1.07124], [0.42498, 1.01562, -1.07124]],
  "forces_ev_per_a": [[1.153, 2.755, -2.905], [-1.153, -2.755, 2.905]]
}

---

Entry 19:
{
  "formula": "S2",
  "method": "wB97M-V/def2-TZVPD",
  "spin_multiplicity": 2,
  "homo_energy_ev": [-17.536, -16.940],
  "gap_ev": [6.211, 5.904],
  "total_charge": 1,
  "symbols": ["S", "S"],
  "xyz": [[0.00000, 0.00000, 1.26586], [0.00000, 0.00000, -1.26586]],
  "forces_ev_per_a": [[0.000, 0.000, -7.137], [0.000, 0.000, 7.137]]
}

---

Entry 20:
{
  "formula": "S2Si",
  "method": "wB97M-V/def2-TZVPD",
  "homo_energy_ev": -9.969,
  "gap_ev": 8.452,
  "total_charge": 0,
  "symbols": ["S", "S", "Si"],
  "xyz": [[-1.03834, -1.56623, 0.77536], [1.05222, 1.55778, -0.87419], [-0.01388, 0.00845, 0.09883]],
  "forces_ev_per_a": [[1.209, 1.899, -0.673], [-2.057, -2.948, 1.997], [0.847, 1.049, -1.324]]
}

---

Summary of ΔE to the lowest compared entry with this formula, charge and spin in kJ/mol
28.00; 630.96; 0.00; 252.60; 216.49; 366.29; 16.20; 286.06; 91.50; 545.16; 4.11; 318.80; 0.00; 546.54; 46.18; 0.00; 45.01; 553.99; 433.51; 0.00
(order as listed above)